1.
ORCA calculation (the ωB97M-V functional and the def2-TZVPD basis) on the molecule C5H4N2O.

```
! RIJCOSX wB97M-V def2-TZVPD def2/J DEFGRID3
* xyz 0 1
C 1.691 -0.165 -0.049
C 0.930 -1.383 -0.107
C -0.359 -0.862 -0.332
C -1.707 0.852 -0.099
C 0.970 0.972 -0.058
H 2.841 0.149 0.251
H 1.080 -2.501 0.333
H -2.197 1.860 0.325
H 1.052 2.054 0.030
N -2.352 -0.209 -0.008
N -0.377 0.532 -0.267
O -1.573 -1.298 -0.020
*
```

Values from the calculation:
* E_HOMO: -8.2935 eV
* max |F|: 0.106 hartree/bohr

2.
ORCA calculation (the ωB97M-V functional and the def2-TZVPD basis) on a cluster of 2 separate species, C7H9NO in total.

```
! RIJCOSX wB97M-V def2-TZVPD def2/J DEFGRID3
* xyz 0 1
C -1.995 -0.650 -0.004
C -0.587 -0.081 0.151
C -0.430 1.254 0.141
C 0.874 1.833 -0.072
C 2.058 0.999 -0.133
C 1.781 -0.436 0.383
C 0.624 -0.834 -0.321
H -3.748 -0.434 1.237
H -2.194 -1.307 0.949
H -1.771 -1.509 -0.849
H -1.424 1.718 0.143
H 0.868 2.843 -0.538
H 3.141 1.443 -0.087
H 1.676 -0.322 1.550
H 2.084 -2.218 -0.846
H 0.673 -0.544 -1.436
N 1.469 -1.960 -0.010
O -3.098 0.203 -0.258
*
```

Values from the calculation:
* E_HOMO: -8.4836 eV
* max |F|: 0.101 hartree/bohr

3.
ORCA calculation (the ωB97M-V functional and the def2-TZVPD basis) on a cluster of 12 separate species, C18H48F10N11O23PS4 in total.

```
! RIJCOSX wB97M-V def2-TZVPD def2/J DEFGRID3
* xyz 0 1
C 0.265 3.251 -0.208
C 1.296 4.351 0.234
O 2.264 4.753 -0.410
N 1.093 4.874 1.615
H 1.092 5.883 1.564
H 0.154 4.631 1.895
C 2.095 4.269 2.691
H 0.318 2.514 0.593
H 0.562 2.736 -1.122
H -0.723 3.657 -0.425
H 1.592 3.776 3.522
H 2.560 5.145 3.144
H 2.786 3.520 2.305
C 4.876 3.231 -0.329
C 4.644 2.507 -1.590
O 3.604 1.858 -1.823
N 5.697 2.630 -2.724
H 6.155 3.507 -2.522
H 6.285 1.841 -2.499
C 5.225 2.410 -4.182
H 3.951 3.275 0.245
H 5.114 4.233 -0.687
H 5.804 2.911 0.147
H 5.889 2.948 -4.857
H 4.192 2.756 -4.137
H 5.256 1.396 -4.581
C -3.704 3.254 -0.613
C -4.986 2.494 -0.940
O -6.092 2.814 -0.592
N -4.656 1.307 -1.882
H -5.186 1.584 -2.696
H -3.676 1.229 -2.113
C -5.098 -0.053 -1.296
H -3.874 4.181 -0.066
H -3.117 3.571 -1.475
H -3.120 2.570 0.002
H -4.932 -0.842 -2.031
H -6.161 -0.082 -1.057
H -4.460 -0.279 -0.441
C 2.857 -2.277 -4.334
C 2.578 -2.356 -2.807
O 2.451 -3.441 -2.235
N 2.493 -1.027 -2.064
H 3.095 -0.463 -2.647
H 1.513 -0.784 -2.056
C 2.811 -1.065 -0.544
H 2.025 -1.917 -4.938
H 3.096 -3.290 -4.658
H 3.603 -1.564 -4.685
H 3.112 -0.083 -0.179
H 3.481 -1.835 -0.162
H 1.814 -1.266 -0.153
C -0.368 -0.449 4.158
C -1.726 -0.173 4.757
O -1.900 0.143 5.920
N -2.839 -0.436 3.788
H -2.567 -1.074 3.054
H -3.532 -0.970 4.292
C -3.348 0.869 3.062
H 0.308 0.399 4.262
H -0.454 -0.704 3.101
H 0.095 -1.316 4.629
H -3.650 1.587 3.825
H -4.222 0.716 2.429
H -2.415 1.155 2.576
C -0.811 -3.867 -2.526
C -2.145 -3.273 -2.144
O -2.989 -2.855 -2.989
N -2.506 -3.572 -0.710
H -1.709 -3.908 -0.188
H -2.857 -2.913 -0.029
C -3.564 -4.766 -0.692
H -0.030 -3.532 -1.844
H -0.562 -3.474 -3.512
H -0.830 -4.956 -2.469
H -4.532 -4.267 -0.652
H -3.320 -5.113 0.312
H -3.476 -5.468 -1.521
P 3.627 0.487 3.400
F 2.348 1.402 2.933
F 2.785 0.169 4.711
F 2.947 -0.833 2.664
F 4.774 -0.527 3.869
F 4.380 0.686 1.947
F 4.345 1.814 4.099
N 1.723 -5.537 2.473
S 0.690 -4.317 1.777
O 0.426 -3.064 2.526
O -0.232 -4.537 0.668
F 2.000 -3.728 0.997
S 0.464 -6.190 2.987
O -0.366 -6.977 2.082
O -0.209 -5.533 4.105
F 1.195 -7.294 3.890
N -0.862 1.090 -5.363
S -1.559 -0.022 -4.668
O -2.849 0.269 -4.099
O -0.679 -1.048 -4.118
F -1.971 -0.802 -6.034
S -0.305 1.802 -3.890
O 0.966 1.259 -3.363
O -1.252 2.497 -3.045
F 0.380 3.088 -4.596
N -1.863 3.675 3.464
O -1.182 3.341 4.421
O -1.311 3.583 2.350
O -3.072 4.014 3.598
N -3.082 -3.660 2.973
O -2.817 -2.948 2.044
O -3.229 -4.872 2.860
O -3.127 -3.125 4.102
N -1.243 -0.310 -0.460
O -2.170 0.486 -0.694
O -0.361 -0.442 -1.254
O -1.273 -0.922 0.560
*
```

Values from the calculation:
* E_HOMO: -7.8892 eV
* max |F|: 0.203 hartree/bohr

4.
ORCA calculation (the ωB97M-V functional and the def2-TZVPD basis) on a cluster of 6 separate species, C24H48O18 in total.

```
! RIJCOSX wB97M-V def2-TZVPD def2/J DEFGRID3
* xyz 0 1
C 0.686 -5.249 -9.625
C 1.988 -5.603 -8.973
O 2.115 -4.732 -7.909
C 3.181 -4.896 -7.039
O 4.348 -5.253 -7.449
O 2.824 -4.532 -5.802
C 3.752 -4.936 -4.839
H -0.054 -5.318 -8.827
H 0.379 -6.021 -10.330
H 0.498 -4.245 -10.005
H 2.620 -5.407 -9.839
H 2.080 -6.671 -8.777
H 3.648 -4.688 -3.783
H 4.808 -4.848 -5.095
H 3.608 -5.982 -4.568
C 9.530 -4.914 -1.208
C 8.501 -5.344 -2.160
O 8.578 -4.934 -3.586
C 7.726 -5.480 -4.448
O 6.862 -6.269 -4.175
O 8.091 -5.115 -5.630
C 7.417 -5.568 -6.829
H 9.073 -4.813 -0.224
H 9.831 -3.898 -1.462
H 10.362 -5.614 -1.140
H 7.504 -5.084 -1.804
H 8.447 -6.426 -2.037
H 8.137 -5.679 -7.640
H 6.494 -5.034 -7.057
H 7.123 -6.612 -6.721
C 12.864 -5.436 -10.767
C 11.807 -4.428 -11.174
O 10.569 -4.948 -11.660
C 9.545 -5.269 -10.957
O 9.489 -5.492 -9.708
O 8.480 -5.252 -11.746
C 7.172 -5.363 -11.243
H 12.946 -6.217 -11.522
H 12.667 -5.917 -9.809
H 13.800 -4.883 -10.685
H 12.252 -3.801 -11.946
H 11.647 -3.700 -10.379
H 7.209 -6.181 -10.524
H 6.444 -5.593 -12.021
H 7.023 -4.364 -10.834
C 7.403 -0.719 -14.264
C 6.111 -0.844 -13.424
O 6.292 -1.520 -12.181
C 5.457 -1.364 -11.156
O 4.439 -0.627 -11.236
O 5.857 -2.036 -10.052
C 5.101 -2.112 -8.878
H 8.192 -0.094 -13.846
H 7.059 -0.350 -15.230
H 7.864 -1.687 -14.462
H 5.308 -1.375 -13.935
H 5.620 0.058 -13.058
H 5.324 -3.013 -8.307
H 4.018 -2.048 -8.982
H 5.396 -1.203 -8.353
C 7.020 -4.297 2.100
C 5.770 -4.273 1.277
O 5.896 -5.514 0.474
C 5.045 -5.666 -0.622
O 4.014 -5.063 -0.908
O 5.438 -6.785 -1.194
C 4.735 -7.436 -2.242
H 7.916 -4.189 1.489
H 6.962 -5.155 2.770
H 6.904 -3.393 2.697
H 5.744 -3.315 0.758
H 4.817 -4.340 1.802
H 5.569 -7.665 -2.906
H 3.902 -6.893 -2.689
H 4.289 -8.271 -1.703
C 7.939 -13.687 -0.951
C 9.229 -12.920 -1.238
O 8.935 -11.536 -1.688
C 8.441 -11.331 -2.901
O 8.046 -12.240 -3.712
O 8.192 -10.028 -3.119
C 7.889 -9.594 -4.447
H 8.106 -14.764 -0.943
H 7.039 -13.481 -1.530
H 7.596 -13.513 0.069
H 9.781 -13.411 -2.040
H 9.812 -12.986 -0.319
H 8.416 -10.306 -5.083
H 8.005 -8.521 -4.596
H 6.841 -9.890 -4.468
*
```

Values from the calculation:
* E_HOMO: -10.3208 eV
* max |F|: 0.109 hartree/bohr

5.
ORCA calculation (the ωB97M-V functional and the def2-TZVPD basis) on the molecule C8H10.

```
! RIJCOSX wB97M-V def2-TZVPD def2/J DEFGRID3
* xyz 0 1
C 2.432 0.254 0.517
C 1.639 -0.434 -0.584
C 0.148 -0.191 -0.330
C -0.809 -1.316 -0.066
C -2.107 -1.125 0.128
C -2.603 0.196 0.169
C -1.796 1.305 -0.115
C -0.387 1.133 -0.333
H 2.298 -0.090 1.589
H 2.461 1.352 0.494
H 3.606 -0.026 0.481
H 1.942 -1.548 -0.588
H 1.814 -0.007 -1.322
H -0.259 -2.066 -0.140
H -2.725 -2.061 0.166
H -3.644 0.336 0.363
H -2.077 2.364 -0.021
H 0.068 1.924 -0.410
*
```

Values from the calculation:
* E_HOMO: -8.7329 eV
* max |F|: 0.298 hartree/bohr

6.
ORCA calculation (the ωB97M-V functional and the def2-TZVPD basis) on the molecule C4H8O2.

```
! RIJCOSX wB97M-V def2-TZVPD def2/J DEFGRID3
* xyz 0 1
C -0.118 -0.175 0.107
C -1.024 0.703 0.939
C 1.488 -0.149 0.661
C -0.520 -0.447 -1.889
O 0.261 0.439 -1.165
O -0.415 -1.634 -2.063
H -0.291 -1.246 0.219
H -0.982 0.210 -2.649
H -0.886 1.756 0.702
H -2.066 0.429 0.780
H 1.871 0.863 0.614
H 1.425 -0.502 1.685
H 2.078 -0.831 0.057
H -0.821 0.582 2.002
*
```

Values from the calculation:
* E_HOMO: -10.0777 eV
* max |F|: 0.150 hartree/bohr

7.
ORCA calculation (the ωB97M-V functional and the def2-TZVPD basis) on a structure of composition C39H45AsIrN8PSi.

```
! RIJCOSX wB97M-V def2-TZVPD def2/J DEFGRID3
* xyz 2 1
Ir 0.455 -0.014 -0.278
C 2.494 -2.862 4.103
N 1.953 -1.711 3.373
C 1.824 -0.449 3.874
C 1.299 0.313 2.877
N 1.091 -0.467 1.767
C 1.511 -1.689 2.099
P 1.702 -3.070 0.959
C 2.628 -2.108 -0.284
N 2.446 -0.813 -0.513
C 3.410 -0.420 -1.405
C 4.196 -1.492 -1.695
N 3.697 -2.550 -0.976
C 4.256 -3.905 -0.970
C 0.053 -2.911 0.251
N -0.495 -1.777 -0.156
C -1.709 -2.074 -0.712
C -1.914 -3.414 -0.592
N -0.802 -3.932 0.017
C -0.595 -5.348 0.330
H 2.549 -2.601 5.155
H 3.492 -3.107 3.746
H 1.842 -3.722 3.985
H 2.112 -0.198 4.881
H 1.082 1.362 2.902
H 3.488 0.596 -1.754
H 5.055 -1.591 -2.338
H 5.009 -3.967 -1.749
H 3.475 -4.633 -1.174
H 4.717 -4.124 -0.010
H -2.339 -1.322 -1.157
H -2.746 -4.029 -0.892
H -1.353 -5.926 -0.190
H -0.687 -5.520 1.401
H 0.388 -5.669 -0.006
C 0.985 -3.787 -3.111
C 1.309 -2.376 -3.515
C 1.949 -2.092 -4.715
C 2.183 -0.760 -5.033
C 1.750 0.241 -4.180
C 1.080 -0.120 -3.006
N 0.911 -1.404 -2.695
N 0.541 0.815 -2.044
Si -0.035 2.356 -2.874
C -1.142 1.784 -4.251
C -0.956 3.394 -1.690
C 1.367 3.406 -3.500
H -0.066 -4.001 -3.316
H 1.147 -3.932 -2.041
H 1.587 -4.508 -3.664
H 2.249 -2.889 -5.383
H 2.699 -0.500 -5.949
H 1.946 1.271 -4.412
H -1.804 0.979 -3.919
H -0.574 1.415 -5.107
H -1.766 2.611 -4.604
H -1.772 2.815 -1.290
H -1.385 4.261 -2.199
H -0.333 3.762 -0.876
H 1.952 2.979 -4.311
H 2.056 3.693 -2.700
H 0.914 4.324 -3.890
C -5.693 3.189 0.659
C -4.940 3.286 1.820
C -3.682 2.705 1.885
C -3.141 2.071 0.767
C -3.935 1.904 -0.363
C -5.204 2.463 -0.417
As -1.327 1.359 0.981
C -0.261 2.952 1.450
C -0.818 4.113 1.987
C -0.037 5.237 2.221
C 1.311 5.235 1.908
C 1.875 4.103 1.338
C 1.094 2.983 1.106
C -1.786 0.317 2.563
C -2.487 -0.860 2.325
C -2.885 -1.666 3.382
C -2.599 -1.290 4.688
C -1.938 -0.094 4.931
C -1.532 0.707 3.872
H -6.669 3.653 0.604
H -5.334 3.806 2.684
H -3.148 2.719 2.825
H -3.593 1.319 -1.209
H -5.809 2.327 -1.303
H -1.870 4.176 2.207
H -0.496 6.122 2.642
H 1.916 6.114 2.092
H 2.923 4.094 1.064
H 1.565 2.127 0.646
H -2.761 -1.132 1.318
H -3.432 -2.581 3.187
H -2.911 -1.915 5.515
H -1.742 0.221 5.949
H -1.026 1.643 4.079
*
```

Values from the calculation:
* E_HOMO (alpha / beta): -12.7563 / -12.7567 eV
* max |F|: 0.045 hartree/bohr

8.
ORCA calculation (the ωB97M-V functional and the def2-TZVPD basis) on the molecule C4H8N2O.

```
! RIJCOSX wB97M-V def2-TZVPD def2/J DEFGRID3
* xyz 0 1
C 1.470 -0.423 -0.665
C -2.132 0.766 -0.005
C 0.102 -0.530 -0.025
C -0.657 0.747 0.271
O 2.404 -1.179 0.096
N -0.424 -1.673 0.288
N -0.065 1.804 0.729
H 2.395 -0.836 1.008
H 0.236 -2.425 0.034
H 0.933 1.659 0.901
H 1.818 0.608 -0.750
H 1.423 -0.860 -1.667
H -2.307 1.178 -1.002
H -2.631 1.400 0.734
H -2.565 -0.235 0.053
*
```

Values from the calculation:
* E_HOMO: -9.9833 eV
* max |F|: 0.037 hartree/bohr

9.
ORCA calculation (the ωB97M-V functional and the def2-TZVPD basis) on a cluster of 2 separate species, C17H38I2N2O8P3 in total.

```
! RIJCOSX wB97M-V def2-TZVPD def2/J DEFGRID3
* xyz -1 1
C -3.179 -1.587 2.974
O -2.533 -2.489 2.096
C -2.273 -1.894 0.823
C -0.844 -2.182 0.391
C -0.612 -1.911 -1.109
C -0.525 -0.375 -1.358
C 0.908 0.107 -1.117
C 1.250 1.591 -1.450
C 0.546 2.082 -2.743
P -1.057 2.933 -2.733
O -0.934 4.384 -2.545
O -1.668 2.657 -4.240
O -2.142 2.259 -1.730
O 2.603 1.465 -1.914
P 3.549 2.934 -1.831
C 4.844 2.181 -3.060
C 4.780 0.685 -3.183
N 4.540 0.048 -4.257
O 2.284 3.578 -0.754
C 1.439 2.587 -0.270
P 2.498 1.865 1.171
O 3.574 2.778 1.651
C 0.237 3.304 0.358
I -1.133 1.980 1.408
C 0.744 4.434 1.345
C 0.041 5.742 0.928
I 0.256 4.165 3.436
H -4.098 -1.179 2.539
H -3.385 -2.116 3.903
H -2.512 -0.745 3.201
H -2.961 -2.316 0.080
H -2.430 -0.816 0.912
H -0.632 -3.231 0.624
H -0.140 -1.589 0.980
H 0.352 -2.354 -1.364
H -1.432 -2.354 -1.677
H -0.867 -0.204 -2.385
H -1.252 0.082 -0.690
H 1.546 -0.475 -1.781
H 1.162 -0.127 -0.083
H 1.198 2.737 -3.318
H 0.416 1.192 -3.364
H -2.426 2.065 -4.223
H -2.540 1.496 -2.165
H 4.364 2.461 -0.751
H 4.245 4.203 -1.673
H 2.919 3.533 -2.988
H 5.855 2.526 -2.819
H 4.608 2.567 -4.060
H 4.958 0.107 -2.275
H 4.404 0.711 -5.020
H 2.993 0.629 0.701
H 1.659 1.565 2.262
H -0.395 3.823 -0.358
H 1.813 4.589 1.227
H 0.312 6.515 1.647
H 0.409 6.024 -0.060
H -1.041 5.608 0.928
C -1.553 -7.256 3.411
O -0.472 -6.719 3.540
N -2.732 -6.608 3.322
C -3.984 -7.316 3.173
C -2.742 -5.150 3.375
H -1.662 -8.354 3.357
H -4.476 -7.021 2.244
H -4.648 -7.089 4.010
H -3.806 -8.390 3.150
H -2.144 -4.742 2.570
H -2.311 -4.818 4.322
H -3.762 -4.784 3.289
*
```

Values from the calculation:
* E_HOMO: -4.8373 eV
* max |F|: 0.043 hartree/bohr

10.
ORCA calculation (the ωB97M-V functional and the def2-TZVPD basis) on the molecule C6H6O.

```
! RIJCOSX wB97M-V def2-TZVPD def2/J DEFGRID3
* xyz 0 1
C -2.426 0.548 -1.165
C -1.312 -0.017 -0.712
C -0.346 -0.960 -1.010
C 0.855 -1.315 -0.644
C 1.501 -0.413 0.423
O 0.653 0.660 0.719
C -0.705 0.342 0.756
H -2.726 1.502 -0.717
H 1.355 -2.233 -0.937
H 1.667 -1.053 1.309
H 2.459 0.009 0.103
H -1.213 1.256 1.057
H -0.923 -0.494 1.432
*
```

Values from the calculation:
* E_HOMO (alpha / beta): -7.9018 / -9.0229 eV
* max |F|: 0.038 hartree/bohr